Entry 1:
9
Properties=species:S:1:pos:R:3 method="wB97M-V/def2-TZVPD" max_force_ev_per_a=2.56 lumo_ev="-0.9 / -1.1" charge=0 homo_ev="-9.05 / -9.62" relative_energy_kcal_mol=106.9
C 2.39 0.10 0.03
C -0.10 -0.09 -0.03
C 1.12 0.75 -0.15
N 3.24 -0.67 0.23
N -0.11 -1.40 0.00
H -0.92 0.40 0.45
H 0.02 0.13 -1.21
H 0.96 1.74 -0.66
H 0.63 -1.99 -0.35


Entry 2:
9
Properties=species:S:1:pos:R:3 method="wB97M-V/def2-TZVPD" max_force_ev_per_a=3.40 lumo_ev="-0.3 / -0.3" charge=0 homo_ev="-8.61 / -8.53" relative_energy_kcal_mol=144.7
C 1.42 -0.31 -1.61
C -0.05 0.01 0.23
C -1.15 -0.26 1.10
N 1.40 0.83 -1.15
N 0.56 1.07 -0.15
H 2.15 -0.66 -2.28
H -0.99 -1.17 1.66
H -1.97 -0.20 0.39
H -1.37 0.68 1.80


Entry 3:
9
Properties=species:S:1:pos:R:3 method="wB97M-V/def2-TZVPD" max_force_ev_per_a=3.56 lumo_ev="0.2 / 0.2" charge=0 homo_ev="-7.54 / -7.54" relative_energy_kcal_mol=106.5
C -0.16 -1.06 -0.31
C -0.49 -0.42 -1.45
C 0.45 0.84 1.28
N 0.08 0.28 0.21
N -0.24 0.88 -0.90
H -0.05 -2.02 0.14
H -0.82 -0.68 -2.44
H 0.52 1.92 1.31
H 0.70 0.26 2.15


Entry 4:
9
Properties=species:S:1:pos:R:3 method="wB97M-V/def2-TZVPD" max_force_ev_per_a=1.63 lumo_ev=0.9 smiles=c1c[nH]cn1 charge=0 homo_ev=-8.94 relative_energy_kcal_mol=1.9
C -0.33 0.60 -0.70
C 0.30 -0.55 -1.09
N 0.52 -1.25 0.08
C 0.05 -0.49 1.12
N -0.46 0.63 0.68
H -0.60 1.44 -1.37
H 0.60 -0.86 -2.07
H 1.09 -2.10 0.18
H 0.14 -0.76 2.16